#1
9
Properties=species:S:1:pos:R:3:mulliken_charge:R:1 method="wB97M-V/def2-TZVPD" orbital_gap_ev="7.1 / 6.9" charge=0
N 0.901 -0.476 -0.043 -0.381
N -2.135 0.345 -2.286 0.400
O -3.336 0.451 -2.247 -0.460
O -1.468 0.281 -3.295 -0.451
Si -0.529 0.398 0.166 0.448
H 1.070 -1.500 -0.166 0.257
H 1.750 0.003 0.134 0.251
H -0.008 1.737 0.339 -0.054
H -1.503 -0.240 1.257 -0.009

***

#2
9
Properties=species:S:1:pos:R:3:mulliken_charge:R:1 method="wB97M-V/def2-TZVPD" orbital_gap_ev=10.5 smiles="N[SiH2][N+](=O)[O-]" charge=0
N -1.166 0.823 0.084 -0.377
Si -0.328 -0.635 -0.119 0.297
N 1.399 -0.044 0.068 0.860
O 1.597 1.156 -0.041 -0.570
O 2.283 -0.864 0.220 -0.569
H -2.164 0.927 0.096 0.221
H -0.666 1.689 0.251 0.266
H -0.324 -1.219 -1.459 -0.073
H -0.631 -1.833 0.900 -0.054

***

Stability, highest: #2

***

#1
9
Properties=species:S:1:pos:R:3:mulliken_charge:R:1 method="wB97M-V/def2-TZVPD" orbital_gap_ev=9.8 smiles=Oc1ccno1 charge=0
O 2.067 -0.127 -0.032 -0.474
C 0.737 -0.146 -0.030 0.603
C -0.173 0.907 0.024 -0.458
C -1.427 0.212 -0.003 -0.181
N -1.292 -1.109 -0.054 -0.368
O 0.115 -1.328 0.040 -0.196
H 2.361 -1.070 0.062 0.358
H 0.043 1.941 -0.018 0.382
H -2.430 0.719 0.011 0.334

***

#2
9
Properties=species:S:1:pos:R:3:mulliken_charge:R:1 method="wB97M-V/def2-TZVPD" orbital_gap_ev=9.7 charge=0
C -0.137 0.845 0.427 -0.261
O 1.107 0.276 0.279 -0.319
C 1.027 -0.951 -0.371 0.657
O 2.018 -1.580 -0.573 -0.460
C -0.448 -1.290 -0.736 -0.295
N -1.025 -0.221 -0.247 0.004
H -1.980 0.095 -0.199 0.151
H -0.377 0.996 1.499 0.261
H -0.185 1.830 -0.080 0.261

***

#3
9
Properties=species:S:1:pos:R:3:mulliken_charge:R:1 method="wB97M-V/def2-TZVPD" orbital_gap_ev=9.4 charge=0
O -0.002 1.832 -0.207 -0.474
C 0.448 0.775 0.529 -0.389
C -1.289 -1.013 -0.012 0.076
O -2.353 -0.705 -0.233 -0.181
C 1.164 -0.255 0.086 0.601
N 1.349 -1.414 -0.293 -0.660
H 0.010 1.615 -1.150 0.337
H 0.316 0.925 1.596 0.364
H 0.356 -1.761 -0.315 0.325

***

#4
9
Properties=species:S:1:pos:R:3:mulliken_charge:R:1 method="wB97M-V/def2-TZVPD" orbital_gap_ev=8.7 charge=0
C -2.063 -0.888 -0.069 0.132
C 0.476 -1.281 -0.152 -0.438
C -0.731 -1.043 -0.226 0.172
N -3.157 -0.837 0.214 -0.316
O 1.288 1.443 -0.115 -0.241
O -0.066 1.841 -0.091 -0.579
H 1.122 0.396 -0.136 0.285
H 1.470 -1.195 -0.325 0.541
H 1.662 1.563 0.900 0.443

***

Stability, highest: #1

***

#1
9
Properties=species:S:1:pos:R:3:mulliken_charge:R:1 method="wB97M-V/def2-TZVPD" orbital_gap_ev=9.1 smiles=Oc1ncco1 charge=0
O 2.252 0.166 -0.178 -0.479
C 0.969 -0.078 0.064 0.577
N 0.105 -1.090 -0.099 -0.516
C -1.226 -0.628 0.028 -0.290
C -1.109 0.756 -0.151 -0.004
O 0.174 1.042 0.031 -0.296
H 2.653 -0.747 0.463 0.452
H -2.187 -1.229 -0.192 0.283
H -1.631 1.809 0.033 0.274

***

#2
9
Properties=species:S:1:pos:R:3:mulliken_charge:R:1 method="wB97M-V/def2-TZVPD" orbital_gap_ev=8.7 smiles="N#CC=C(O)O" charge=0
N -0.397 1.938 -1.115 -0.249
C 0.529 1.853 -0.386 -0.140
C -0.078 0.786 0.534 -0.325
C -0.045 -0.521 0.209 0.633
O -0.175 -1.465 1.152 -0.483
O 0.301 -1.032 -0.988 -0.518
H -0.383 1.109 1.513 0.388
H -0.071 -2.334 0.740 0.349
H 0.319 -0.335 -1.659 0.346

***

#3
9
Properties=species:S:1:pos:R:3:mulliken_charge:R:1 method="wB97M-V/def2-TZVPD" orbital_gap_ev=8.7 charge=0
O 1.990 -0.350 1.295 -0.297
C 1.328 0.090 0.458 0.688
N 0.738 0.833 -0.399 -0.155
C -0.653 0.591 -0.020 -0.768
C -0.996 -0.760 -0.055 0.203
O -0.140 -1.660 -0.193 -0.645
H 1.050 0.813 -1.368 0.269
H -1.254 1.451 0.223 0.367
H -2.063 -1.009 0.060 0.337

***

Stability, highest: #3

***

#1
11
Properties=species:S:1:pos:R:3:mulliken_charge:R:1 method="wB97M-V/def2-TZVPD" orbital_gap_ev=7.2 smiles="O=C([O-])CCS" charge=-1
O -2.014 0.018 -0.940 -0.716
C -1.027 -0.845 -1.063 0.356
O -1.177 -1.995 -1.683 -0.757
C 0.327 -0.252 -0.401 -0.569
C -0.069 0.252 0.967 -0.256
S 1.259 1.406 1.502 -0.298
H 0.702 0.641 -1.053 0.249
H 1.181 -0.998 -0.543 0.291
H -0.254 -0.544 1.757 0.312
H -0.902 0.938 1.039 0.301
H 1.974 1.377 0.418 0.086

***

#2
11
Properties=species:S:1:pos:R:3:mulliken_charge:R:1 method="wB97M-V/def2-TZVPD" orbital_gap_ev=7.4 smiles="C=C[S@@](=C)(=O)[O-]" charge=-1
C -0.639 0.778 1.404 -0.530
C -0.158 0.906 0.216 -0.213
S 1.490 0.193 -0.048 0.750
C 0.932 -1.333 -0.218 -0.805
O 1.730 0.721 -1.527 -0.725
O 2.370 0.515 1.084 -0.646
H -1.781 0.597 1.590 0.166
H -0.075 0.340 2.166 0.260
H -0.857 1.051 -0.657 0.276
H 1.089 -2.102 0.580 0.192
H 1.320 -1.675 -1.167 0.276

***

Stability, highest: #1

***

#1
18
Properties=species:S:1:pos:R:3:mulliken_charge:R:1 method="wB97M-V/def2-TZVPD" orbital_gap_ev=11.1 smiles="C=C1[C@H](C(C)=O)[N@H+]1C" charge=+1
C 1.182 1.957 0.713 -0.764
C 0.700 0.787 0.418 0.182
C -0.291 0.050 -0.359 -0.085
C -1.732 -0.238 0.386 0.883
C -2.888 0.253 -0.476 -1.297
O -1.676 -0.683 1.480 -0.503
N 0.768 -0.637 0.428 -0.035
C 2.014 -1.455 0.187 -0.745
H 2.014 1.988 1.510 0.228
H 0.717 2.892 0.303 0.265
H -0.481 -0.072 -1.483 0.348
H -3.950 0.180 0.098 0.320
H -3.017 -0.422 -1.371 0.362
H -2.751 1.207 -0.680 0.447
H 0.156 -0.898 1.301 0.424
H 2.644 -0.813 -0.532 0.325
H 2.609 -1.597 1.073 0.332
H 1.652 -2.383 -0.445 0.312

***

#2
18
Properties=species:S:1:pos:R:3:mulliken_charge:R:1 method="wB97M-V/def2-TZVPD" orbital_gap_ev=8.7 charge=+1
C -3.143 0.879 0.117 -0.751
C -2.227 -0.086 0.205 -0.046
C -0.879 0.400 -0.033 0.245
N 0.254 -0.210 -0.145 0.042
C 0.255 -1.702 -0.091 -0.943
C 1.633 0.277 -0.082 1.032
C 2.850 -0.239 -0.078 -1.143
O 1.557 1.877 0.107 -0.552
H -4.166 0.862 0.457 0.326
H -2.750 1.949 -0.085 0.219
H -2.462 -1.034 0.584 0.394
H -0.743 1.497 -0.147 0.333
H -0.656 -2.035 -0.752 0.349
H 0.051 -1.817 1.001 0.416
H 1.237 -1.968 -0.541 0.203
H 3.733 0.363 -0.135 0.245
H 3.006 -1.286 -0.225 0.314
H 2.450 2.274 -0.157 0.319

***

Stability, highest: #2

***

#1
18
Properties=species:S:1:pos:R:3:mulliken_charge:R:1 method="wB97M-V/def2-TZVPD" orbital_gap_ev=9.8 charge=+1
C 2.728 0.702 0.001 -0.780
C 3.122 -0.245 -0.537 -0.059
C -0.989 2.545 0.072 -0.851
C -1.473 1.349 0.228 0.302
C 0.118 -1.983 -0.037 -0.749
C -1.050 -1.001 0.271 0.843
N -0.683 0.257 0.301 0.032
O -2.291 -1.129 0.156 -0.443
H 2.393 1.580 0.519 0.471
H -1.585 3.436 -0.127 0.278
H 0.118 2.850 0.220 0.099
H -2.502 1.100 0.168 0.364
H 0.821 -1.338 -0.548 -0.008
H -0.245 -2.825 -0.584 0.407
H 3.150 -1.112 -1.118 0.458
H 0.602 -2.503 0.834 0.316
H 0.409 0.370 0.271 -0.081
H -2.642 -2.053 -0.092 0.402

***

#2
18
Properties=species:S:1:pos:R:3:mulliken_charge:R:1 method="wB97M-V/def2-TZVPD" orbital_gap_ev=9.9 smiles="C=C/C=[N+](/C)C(C)=O" charge=+1
C -2.641 -0.653 0.187 -0.581
C -1.985 0.433 -0.254 -0.579
C -0.726 1.030 0.123 0.557
N 0.457 0.534 0.302 0.164
C 1.574 1.329 0.743 -0.714
C 0.677 -0.956 0.218 0.397
C 1.367 -1.356 -1.026 -1.123
O 0.260 -1.619 1.104 -0.411
H -2.236 -1.300 0.951 0.291
H -3.629 -0.872 -0.176 0.295
H -2.529 1.095 -0.923 0.339
H -0.779 2.115 0.201 0.362
H 2.484 1.050 0.216 0.267
H 1.377 2.387 0.587 0.317
H 1.734 1.160 1.811 0.358
H 1.551 -2.429 -1.017 0.373
H 0.734 -1.114 -1.882 0.302
H 2.311 -0.833 -1.164 0.385

***

Stability, highest: #2